No. 1
{"formula": "C33H26BrClIMoN3O4S2", "method": "ωB97M-V with the def2-TZVPD basis set", "species": ["Mo", "O", "S", "C", "C", "C", "C", "S", "O", "C", "C", "C", "C", "C", "C", "C", "C", "C", "C", "C", "C", "H", "H", "H", "H", "H", "H", "H", "H", "H", "H", "H", "H", "H", "H", "H", "H", "H", "H", "Cl", "C", "C", "C", "C", "O", "C", "C", "O", "C", "H", "H", "H", "H", "N", "C", "C", "C", "N", "C", "N", "Br", "C", "C", "C", "C", "C", "C", "I", "H", "H", "H", "H"], "coordinates": [[0.34349, 0.00927, 0.26667], [-1.44209, 0.86282, 0.29943], [-2.77461, 1.63951, 0.22851], [-3.92942, 0.48603, -0.60450], [-3.48853, -0.97879, -0.62906], [-3.05175, -1.39609, -2.03136], [-2.38511, -2.76291, -2.06549], [-0.62784, -2.71688, -1.50066], [-0.40383, -1.22070, -1.20703], [0.22532, -2.95795, -3.02313], [0.77375, -4.21588, -3.23078], [1.39562, -4.46982, -4.44501], [1.47139, -3.47161, -5.40554], [0.92866, -2.21312, -5.17203], [0.29201, -1.94759, -3.97552], [-3.35713, 1.65136, 1.89297], [-3.83035, 2.86854, 2.36312], [-4.32881, 2.93376, 3.65753], [-4.32937, 1.80157, 4.45381], [-3.83663, 0.59186, 3.97327], [-3.34701, 0.50528, 2.68467], [-4.02662, 0.89273, -1.60986], [-4.87520, 0.64251, -0.08705], [-4.31311, -1.60862, -0.29349], [-2.66523, -1.13525, 0.08069], [-2.37656, -0.64965, -2.45517], [-3.92403, -1.43582, -2.68835], [-2.35442, -3.17363, -3.07412], [-2.88343, -3.47742, -1.41323], [0.72314, -4.97662, -2.46705], [1.82813, -5.43974, -4.63257], [1.96185, -3.67200, -6.34491], [0.99543, -1.43797, -5.92183], [-0.13413, -0.97097, -3.78424], [-3.81082, 3.74590, 1.73589], [-4.70629, 3.86793, 4.03954], [-4.71398, 1.85687, 5.46113], [-3.84395, -0.28207, 4.60783], [-2.95493, -0.42788, 2.30206], [4.17943, -4.56081, 4.54319], [3.47786, -3.51509, 3.37698], [4.27475, -2.99586, 2.34715], [3.74569, -2.15027, 1.39117], [2.39544, -1.80231, 1.46366], [1.88567, -0.98194, 0.54043], [1.57464, -2.32367, 2.49627], [0.17494, -2.03177, 2.54796], [-0.41141, -1.26098, 1.74545], [2.13535, -3.19160, 3.44945], [5.31750, -3.26834, 2.30519], [4.35912, -1.75349, 0.59714], [-0.43144, -2.51748, 3.32100], [1.51740, -3.59966, 4.23412], [1.01214, 1.09541, -1.19109], [1.34523, 1.60455, -2.21036], [1.68761, 2.13089, -3.39138], [1.45812, 1.34486, -4.54774], [1.21914, 0.64498, -5.42302], [2.29521, 3.41025, -3.43135], [2.76628, 4.45405, -3.40897], [1.24434, 4.46361, 4.45363], [2.08699, 4.49963, 2.76845], [2.76964, 5.65160, 2.38738], [3.39135, 5.71495, 1.15086], [3.34986, 4.63389, 0.28357], [2.68599, 3.47411, 0.65417], [2.05652, 3.42300, 1.88680], [1.01826, 1.67058, 2.44847], [2.80199, 6.49318, 3.06285], [3.91007, 6.61747, 0.86433], [3.82454, 4.68843, -0.68548], [2.65817, 2.62091, -0.01547]], "charge": 2, "e_homo_ev": [-13.655, -13.646], "multiplicity": 1}

=====

No. 2
{"formula": "C33H26Cl4IN7O2S2Tl", "method": "ωB97M-V with the def2-TZVPD basis set", "species": ["Tl", "C", "C", "N", "N", "C", "N", "S", "C", "C", "C", "C", "C", "N", "H", "H", "H", "H", "H", "H", "H", "H", "H", "Cl", "C", "C", "C", "I", "C", "O", "C", "N", "C", "C", "C", "C", "H", "H", "H", "H", "Cl", "C", "C", "C", "C", "C", "C", "N", "C", "C", "N", "C", "O", "C", "C", "C", "Cl", "S", "C", "C", "C", "Cl", "C", "H", "H", "H", "H", "H", "H", "H", "H", "H", "H", "H", "H", "H"], "coordinates": [[2.18049, -1.13999, 1.16472], [3.79904, -3.56127, 4.78672], [3.04140, -2.75251, 3.78575], [3.45259, -2.50996, 2.59974], [4.64458, -2.99192, 2.17717], [4.81306, -2.95705, 0.87641], [6.00948, -3.37180, 0.42675], [3.66847, -2.49591, -0.36663], [1.71587, -2.17596, 4.14771], [1.26179, -2.16634, 5.45840], [0.02553, -1.60619, 5.74013], [-0.73193, -1.07576, 4.70996], [-0.21196, -1.12389, 3.42877], [0.96998, -1.66647, 3.16037], [4.64557, -4.04014, 4.30681], [3.15547, -4.31778, 5.23689], [4.17287, -2.91969, 5.58801], [6.68925, -3.69790, 1.09318], [6.19926, -3.42520, -0.55643], [1.87303, -2.57761, 6.24794], [-0.33804, -1.58079, 6.75865], [-1.69832, -0.62641, 4.88674], [-0.75167, -0.71394, 2.58263], [2.71689, 5.90232, -0.19573], [2.61324, 4.33781, 0.54615], [2.47962, 4.23584, 1.89944], [2.39424, 2.97886, 2.52901], [2.16809, 2.88193, 4.59129], [2.44361, 1.79821, 1.81638], [2.37116, 0.62333, 2.38818], [2.56385, 1.91935, 0.38863], [2.57158, 0.76061, -0.31540], [2.71816, 0.78128, -1.61896], [2.83995, 1.97908, -2.33917], [2.79964, 3.16526, -1.65897], [2.66030, 3.17122, -0.25462], [2.43827, 5.13491, 2.49872], [2.74762, -0.17927, -2.12279], [2.95869, 1.95043, -3.41277], [2.87792, 4.10745, -2.18408], [-5.41287, 1.60547, -7.83421], [-4.61594, 1.16644, -6.36548], [-5.33986, 0.59950, -5.33048], [-4.67548, 0.27132, -4.16091], [-3.30903, 0.48049, -3.99655], [-2.67128, 0.07648, -2.68280], [-1.82113, -1.17603, -2.84838], [-1.19530, -1.58036, -1.59386], [-1.45378, -2.71311, -0.85643], [-0.59775, -2.68804, 0.19741], [0.17356, -1.54852, 0.11143], [-0.20817, -0.91335, -0.98023], [-1.83426, 1.06877, -2.13057], [-2.53282, 2.16826, -1.54417], [-3.26050, 1.77884, -0.29448], [-2.66381, 1.58725, 0.91515], [-0.99353, 1.75891, 1.26562], [-3.77069, 1.15309, 2.14630], [-5.07772, 1.19942, 1.04288], [-4.66774, 1.54783, -0.20441], [-2.61396, 1.04218, -5.06491], [-0.89846, 1.33942, -4.99758], [-3.25507, 1.39177, -6.24170], [-6.40143, 0.42947, -5.43745], [-5.23875, -0.15877, -3.34019], [-3.48723, -0.14779, -1.98440], [-1.03887, -1.00169, -3.58550], [-2.44200, -1.99651, -3.20360], [-2.20615, -3.42494, -1.14639], [-0.48602, -3.39441, 1.00171], [0.16594, 0.03123, -1.33358], [-3.23772, 2.59774, -2.26328], [-1.76549, 2.91299, -1.34042], [-6.07757, 0.98354, 1.38172], [-5.34207, 1.66604, -1.04207], [-2.69568, 1.83292, -7.05387]], "charge": 1, "e_homo_ev": -9.939, "multiplicity": 1}

=====

No. 3
{"formula": "C33H26ClCoN6PSSe", "method": "ωB97M-V with the def2-TZVPD basis set", "species": ["Co", "Cl", "C", "C", "C", "C", "C", "C", "P", "C", "C", "C", "C", "C", "C", "C", "C", "C", "C", "C", "C", "H", "H", "H", "H", "H", "H", "H", "H", "H", "H", "H", "H", "H", "H", "Se", "N", "C", "C", "C", "C", "C", "N", "C", "C", "N", "C", "C", "C", "C", "C", "N", "H", "H", "H", "H", "H", "H", "S", "C", "N", "C", "C", "N", "H", "H", "H", "H", "H", "H"], "coordinates": [[-0.03286, 0.24390, 0.25679], [2.45712, 0.52325, 0.38177], [2.88688, 0.48952, 2.07438], [4.16877, 0.86156, 2.43396], [4.51110, 0.86761, 3.77911], [3.57689, 0.50613, 4.73912], [2.29847, 0.12819, 4.36116], [1.93354, 0.10397, 3.01472], [0.26358, -0.40525, 2.50048], [0.24357, -2.21827, 2.50490], [-0.93704, -2.83267, 2.08189], [-1.03606, -4.21335, 2.06221], [0.04577, -4.98914, 2.46226], [1.21626, -4.38257, 2.89410], [1.32199, -2.99605, 2.91726], [-0.78387, 0.10123, 3.88596], [-0.99371, 1.46936, 4.07559], [-1.70790, 1.91437, 5.17447], [-2.22823, 0.99782, 6.08103], [-2.02442, -0.36128, 5.89105], [-1.30854, -0.81727, 4.79302], [4.89168, 1.14693, 1.68095], [5.50842, 1.16445, 4.07377], [3.84547, 0.51713, 5.78680], [1.57162, -0.15530, 5.11221], [-1.78990, -2.22106, 1.80456], [-1.95530, -4.69194, 1.75121], [-0.03367, -6.06799, 2.46037], [2.04362, -4.98987, 3.23865], [2.22549, -2.53048, 3.29669], [-0.57544, 2.18342, 3.37180], [-1.85594, 2.97475, 5.33123], [-2.79194, 1.34553, 6.93608], [-2.41412, -1.07122, 6.60833], [-1.14651, -1.87867, 4.66366], [-5.60954, 5.42754, 0.03678], [-5.61206, 3.67559, -0.14039], [-4.36946, 3.28137, -0.10053], [-3.94824, 1.91206, -0.21199], [-4.84275, 0.85799, -0.44265], [-4.34266, -0.42177, -0.53607], [-2.97727, -0.61737, -0.35935], [-2.11883, 0.37980, -0.13488], [-2.57827, 1.63455, -0.08647], [-1.57956, 2.71098, 0.03156], [-0.28770, 2.34888, 0.04502], [0.64454, 3.30614, 0.02286], [0.34807, 4.66349, -0.00513], [-0.97162, 5.05359, 0.03582], [-1.95978, 4.06161, 0.06062], [-3.36627, 4.36412, 0.06302], [-3.85877, 5.56717, 0.16150], [-5.89858, 1.06997, -0.55461], [-4.98637, -1.26544, -0.73973], [-2.55619, -1.61503, -0.40793], [1.67639, 2.98294, 0.02757], [1.14794, 5.38833, -0.05823], [-1.26071, 6.09708, 0.03456], [0.39251, -1.46888, -1.35128], [1.95644, -2.19615, -1.37248], [2.75369, -2.16066, -2.42348], [3.95412, -2.98712, -2.24489], [3.80684, -3.46317, -0.78428], [2.49773, -2.91150, -0.40230], [2.52710, -1.71257, -3.29550], [4.85508, -2.39915, -2.40552], [3.95443, -3.81355, -2.95413], [4.58509, -3.06293, -0.13534], [3.81010, -4.54793, -0.70285], [2.00706, -3.18982, 0.43298]], "charge": 3, "e_homo_ev": [-15.840, -16.081], "multiplicity": 5}